Entry 1:
13
Properties=species:S:1:pos:R:3:forces:R:3:nbo_charge:R:1 method="wB97M-V/def2-TZVPD" lumo_ev=0.2048
C 0.55923 1.35523 0.08285 -0.0508 0.0622 -0.0034 -0.42
H -1.34976 -0.06376 -1.19374 0.1722 -0.0074 0.2586 0.18
H 1.85900 -1.68404 -0.33204 -0.5490 0.3134 0.4905 0.26
H 0.30562 -1.16252 -0.95268 0.5638 0.0254 -2.0737 0.33
H -0.38958 -1.48976 1.45638 0.0441 0.2828 -0.0065 0.22
C 1.12008 -0.86566 -0.30990 -0.9836 -0.1778 0.8169 -0.67
N -0.54242 0.60654 0.74690 0.0271 0.2871 0.2629 -0.40
H -2.46617 -0.22128 0.23808 0.4409 -0.1893 0.0387 0.21
C 1.57070 0.48148 -0.57414 -0.5959 -0.2752 0.1186 0.14
C -1.42767 -0.16900 -0.10458 0.1039 -0.1883 -0.1032 -0.28
H 1.08813 1.89905 0.87961 0.0787 -0.0219 -0.1879 0.25
H 0.16949 2.12367 -0.59874 0.1014 -0.0854 0.0990 0.24
C -0.26213 -0.79134 0.63176 0.6471 -0.0256 0.2896 -0.07


Entry 2:
93
Properties=species:S:1:pos:R:3:forces:R:3:lowdin_charge:R:1 method="wB97M-V/def2-TZVPD" lumo_ev=1.6059 charge=-1
O -0.25129 0.36334 -1.31151 0.1650 0.1556 0.8323 -0.13
N -1.29649 1.54206 2.41454 0.0750 -0.2860 0.5117 0.15
N -1.84063 -6.50157 2.21189 -0.0547 -0.0461 0.1044 0.11
N -1.02117 6.40521 4.60087 0.1307 0.1273 -0.0079 0.15
H -5.41237 -1.94161 -1.57372 -0.2502 0.0639 -0.0738 0.10
C -1.30789 -6.46662 1.19698 0.0284 0.0545 -0.0229 -0.29
H -7.48838 -3.44616 -4.14852 0.0023 -0.0367 0.0370 0.08
B -1.22647 1.49527 -1.14924 -0.4082 -0.1191 -0.6577 -0.55
N 6.37138 -3.18103 -4.38234 0.0777 0.0451 -0.0030 0.15
N 10.05287 0.70070 -4.47423 0.0222 0.0244 0.0452 0.14
H -7.77086 5.32241 2.99837 -0.0720 -0.0398 0.0556 0.09
N -4.89234 -4.69593 -2.87092 0.0377 -0.1358 0.0456 0.14
H 12.32692 0.49108 -2.31237 -0.0133 -0.0189 -0.0544 0.08
C 0.99055 -2.32714 -0.55521 -1.1017 0.1755 -0.5195 -0.73
C -4.73912 -1.45082 -0.87161 0.2674 -0.3218 0.3136 -0.38
H -2.73012 4.28198 2.01740 0.0204 -0.0852 -0.0526 0.08
H -5.21506 -3.14986 0.36422 -0.0752 -0.1970 0.1141 0.07
H -6.22339 -3.32178 -5.37804 0.0405 -0.0301 -0.0013 0.08
H -6.35767 5.70110 3.98645 -0.0196 -0.0229 0.1133 0.07
C -1.92614 4.04292 2.71334 -0.1849 0.1193 -0.0803 -0.09
H -5.45942 -1.56032 1.15147 -0.3265 -0.0653 0.0496 0.08
H 0.88413 0.85962 -2.79108 -0.0010 -0.0550 0.0807 0.06
C 1.85714 1.13690 -3.20416 -0.1375 0.1800 -0.2503 -0.05
H -3.38968 -1.34588 -2.52085 0.1404 -0.1863 -0.2169 0.11
Cl 1.87538 -3.70714 -1.14293 0.0648 -0.1872 -0.1288 0.63
C -0.62529 -6.42282 -0.08540 0.1351 -0.0215 -0.3350 -0.07
C 11.38201 1.02898 -2.26125 0.1076 0.0624 0.2064 -0.06
H 0.32533 -6.95033 -0.03178 0.0080 -0.0095 0.0968 0.08
H -1.84727 7.53461 7.43530 0.0922 0.0191 -0.0949 0.08
H 3.05663 -5.09380 -4.51770 -0.0398 -0.0790 -0.0436 0.09
H -7.30749 7.00171 3.26742 -0.0623 0.0498 0.0645 0.08
H 11.59100 2.08494 -2.10274 -0.0202 0.0279 -0.0463 0.09
H 8.66277 -1.38471 -5.62350 -0.0524 0.0581 0.0081 0.07
H 1.02612 -1.67481 1.47793 0.0189 -0.1530 0.2434 0.08
H -7.34695 5.62405 8.58297 -0.0029 0.0054 -0.0782 0.08
H 9.37979 -2.95684 -5.25460 -0.0630 -0.0593 0.0001 0.08
H 10.81799 0.66374 -1.40618 -0.1063 -0.0400 0.0124 0.08
C -2.17093 6.63120 6.91874 -0.0171 0.2004 0.4277 -0.09
H -0.42214 -5.39976 -0.39509 -0.0461 0.0976 0.0871 0.04
C -5.55098 5.48070 7.52851 -0.1065 -0.0493 -0.1310 -0.26
H -6.06146 4.73868 9.42039 0.0315 -0.0307 -0.0312 0.09
C -2.41803 -0.42615 -0.88229 -0.4275 0.0411 1.4383 -0.33
C -0.87141 -0.69832 -0.63392 -0.2299 0.1701 -1.4165 -0.31
C -8.19989 6.05939 4.92005 0.0324 -0.0161 0.0256 -0.29
H 7.45219 -0.30146 -2.29967 0.0756 0.0397 0.0185 0.07
H -3.85145 -2.18606 0.94430 0.1671 -0.0986 0.1376 0.08
C -3.32937 -1.50481 -1.44609 -0.3268 0.6704 -0.5193 -0.14
H -0.87253 2.38452 -1.92777 -0.2894 0.0164 0.1254 0.06
N 8.16286 0.28532 0.70623 0.1490 0.0124 0.0144 0.11
C 6.91983 -0.60112 -1.39697 -0.0677 -0.1534 -0.3735 -0.08
C 3.84709 -5.55204 -3.92688 0.0601 0.4110 0.1456 -0.08
C -1.51054 6.50798 5.63263 -0.0721 -0.0213 -0.0400 -0.26
O -2.51515 0.79173 -1.53604 0.4960 -0.0864 -0.7211 -0.06
N 3.67042 -0.36695 -2.11026 0.1592 0.0226 0.0519 0.14
C -6.44348 -3.19502 -4.31993 -0.1198 0.1698 -0.1297 -0.07
N -4.99377 5.39455 6.52941 -0.1542 -0.0624 -0.0503 0.15
H -2.95829 -2.49982 -1.24639 0.0525 -0.2805 -0.0440 0.07
H -3.24908 6.66856 6.78789 0.1403 0.0114 -0.1195 0.02
H -1.07650 4.67976 2.48682 0.0832 -0.0349 0.0113 0.07
H 2.63035 -2.02211 0.77586 0.1693 -0.0824 0.0982 0.06
C 4.04780 -6.93954 -4.30683 -0.0253 0.0164 0.0037 -0.29
C -1.57277 2.63930 2.59263 0.0051 0.0521 -0.1394 -0.28
Cl -0.77330 -2.79456 -2.50924 0.1382 0.0065 -0.2630 0.70
C -6.27651 5.59245 8.78090 -0.1705 0.0007 0.2191 -0.06
C 8.72111 -2.17470 -4.88014 0.0746 -0.0354 -0.1152 -0.09
N 4.20638 -8.03496 -4.60912 0.0289 -0.1041 -0.0284 0.11
C 7.61396 -0.11262 -0.22017 -0.0316 0.0704 0.0526 -0.29
H -1.23032 -6.89332 -0.85840 -0.0915 -0.0041 0.0509 0.08
H 1.85443 0.99696 -4.28482 0.0742 -0.0303 0.0038 0.08
C 2.87939 0.31043 -2.59412 -0.0580 -0.0962 0.0142 -0.25
H -6.28950 -2.14942 -4.05716 0.0474 -0.0012 0.0424 0.08
H 3.57023 -5.46841 -2.87742 -0.0426 -0.1227 0.0095 0.05
C 1.64599 -1.62126 0.58792 -0.3683 0.3778 -0.1519 -0.11
H 6.85383 -1.68794 -1.38673 -0.0048 -0.0082 0.0706 0.08
H -5.99111 6.50242 9.30545 0.0333 0.0212 -0.0351 0.08
H -0.75436 -0.61870 0.44472 0.3276 -0.0419 0.2354 0.12
C -7.36761 6.01883 3.73076 0.2472 -0.0208 -0.2961 -0.07
H -1.36669 1.81195 0.01954 0.3508 0.2528 -0.1265 0.05
H 2.03571 2.18752 -2.98298 0.0350 0.0001 0.0428 0.09
H -2.79420 -0.25543 0.14064 0.0831 -0.0929 0.2310 0.13
H 1.72367 -0.56771 0.33602 0.1358 0.1744 -0.0128 0.08
H -1.94169 5.77982 7.55725 0.0475 -0.0755 -0.0925 0.08
N -8.84872 6.08863 5.86538 -0.0256 0.0156 0.1448 0.12
C -0.17116 -1.94068 -1.12999 0.9865 -0.6160 0.9507 -0.59
C 7.40023 -2.72149 -4.60011 -0.0008 -0.1213 0.0032 -0.26
H -2.25982 4.27297 3.71980 0.0004 -0.0179 0.0747 0.05
C -5.57900 -4.04366 -3.51678 0.0399 0.0427 0.0482 -0.29
C 10.63027 0.84599 -3.49298 0.0025 0.0072 -0.0798 -0.27
H 4.75621 -4.96683 -4.06956 -0.0131 -0.0897 -0.0672 0.03
F -5.18451 -0.13565 -0.73232 -0.1232 0.0972 -0.1374 -0.03
C -4.83335 -2.14292 0.48471 0.2372 0.3856 -0.1559 -0.03
H 9.16348 -1.75360 -3.98372 -0.0474 0.0313 0.0947 0.05
H 5.90709 -0.21126 -1.46888 -0.0943 0.0068 0.1359 0.03


Entry 3:
19
Properties=species:S:1:pos:R:3:forces:R:3:nbo_charge:R:1 method="wB97M-V/def2-TZVPD" lumo_ev=0.6195
H 1.24178 1.38525 -0.44072 -0.0698 -0.0938 0.0301 0.14
H 0.98808 -0.65551 1.74902 0.0562 0.0373 -0.0734 0.47
H -3.27932 1.23394 0.88309 -0.0957 -0.1278 0.0446 0.22
N 1.70883 -0.63820 -0.01439 -0.2110 -0.0241 0.2518 -0.18
O -2.79268 -0.07858 -1.32140 0.4508 -0.0527 0.2544 -0.63
C -2.56679 0.42715 1.04381 1.3240 0.7685 0.4025 -0.80
H 3.68715 -1.26189 -0.07150 -0.0121 0.0179 -0.0378 0.21
H -2.73243 -0.14570 1.95075 -0.1699 -0.0127 -0.0554 0.24
O -0.44162 0.35483 0.02518 -0.1608 -0.3829 -0.3058 -0.80
H 3.02510 -0.68989 -1.61571 -0.0185 0.0018 0.0243 0.20
H 0.73586 0.15927 -1.65135 0.1049 0.0203 0.0669 0.15
C -2.28769 -0.37188 -0.12495 0.7385 0.0818 -0.6179 0.49
H -2.02787 -1.42076 -0.04839 0.0412 0.1229 -0.0580 0.20
H 3.48940 0.48324 -0.35123 -0.0516 -0.0229 -0.0038 0.17
C 3.05544 -0.50958 -0.54072 -0.1255 0.0279 0.1000 -0.44
H -3.01849 0.86164 -1.37349 -0.0188 -0.0764 0.1209 0.49
O 1.84324 -0.36587 1.40629 -0.0475 0.0682 -0.4822 -0.61
C 0.80158 0.37781 -0.57373 0.0644 -0.2572 -0.2303 0.08
H -1.42956 0.85473 1.06942 -1.7988 -0.0962 0.5691 0.38


no.,HOMO (eV),orbital gap (Eh),E (eV)
1,-8.513,0.320,-6782.82730
2,-4.637,0.229,-80779.86168
3,-8.310,0.328,-11954.47601